Density functional theory data (ωB97M-V/def2-TZVPD) for a 2-piece molecular cluster, C4H14N4O7 overall in a non-equilibrium geometry.

The value obtained for the highest occupied orbital energy (alpha / beta) is -17.825 / -17.822 eV. For the energy above the lowest of the compared OMol25 structures with the same formula, charge and spin, the calculation gives 30.7 kcal/mol. As for the molar mass: 230.18 g mol⁻¹. The net charge is +2. The frontier orbital gap (alpha / beta) comes out at 0.30555 / 0.30545 hartree.

XYZ file:
```
29
C4H14N4O7 (ωB97M-V/def2-TZVPD)
C -0.32 -0.42 0.06
C 3.01 -0.07 0.80
C 2.61 -1.33 -1.43
C 2.06 -0.81 -0.09
N 0.84 0.00 -0.44
N -1.49 0.52 -0.27
N 1.01 1.29 -1.07
N -2.74 0.05 0.03
O -0.60 -1.42 0.59
O -1.04 2.34 1.00
O -2.43 -1.58 -1.59
O -3.69 0.12 2.73
O -1.34 1.86 -0.32
O -3.12 -1.14 -0.46
O -3.56 0.65 0.76
H 3.50 0.57 0.12
H 2.45 0.45 1.70
H 3.72 -0.95 1.19
H 3.51 -0.85 -1.75
H 2.06 -1.12 -2.39
H 2.87 -2.35 -1.45
H 1.54 -1.47 0.64
H 0.21 1.75 -1.59
H 1.62 1.01 -1.84
H 1.44 1.91 -0.36
H -4.41 -0.39 2.41
H -1.72 3.01 0.92
H -2.20 -2.47 -1.28
H -3.79 0.83 3.34
```

Which charges does Löwdin predict for the atoms? In e, they are: -0.40 -0.03 0.00 -0.34 -0.01 0.03 0.30 -0.09 0.22 0.10 0.13 0.06 -0.06 0.08 0.20 0.06 0.15 0.17 0.08 0.11 0.08 0.16 0.21 0.18 0.20 0.07 0.12 0.15 0.08

Density functional theory data (ωB97M-V/def2-TZVPD) for the molecule C4H3Cl3SSi in a non-equilibrium geometry.

The value obtained for the highest occupied orbital energy is -8.197 eV. As for the SMILES: Cl[Si](Cl)(Cl)S1#CC=CC=1. For the energy above the lowest of the compared OMol25 structures with the same formula, charge and spin, the calculation gives 0.0 kcal/mol. As for the molar mass: 217.58 g mol⁻¹. The frontier orbital gap comes out at 0.25695 hartree.

XYZ file:
```
12
C4H3Cl3SSi (ωB97M-V/def2-TZVPD)
C 0.39 -1.56 -0.83
C -1.03 -1.89 -1.00
C 0.59 -0.55 0.05
C -1.95 -1.14 -0.32
Si 0.17 2.14 0.88
S -0.93 -0.05 0.79
Cl 0.96 2.72 -0.83
Cl -1.24 3.38 1.60
Cl 1.64 1.86 2.25
H 1.30 -1.99 -1.44
H -1.37 -2.64 -1.74
H 1.46 -0.27 0.59
```

Which charges does Löwdin predict for the atoms? In e, they are: -0.19 -0.29 -0.53 -0.32 -0.79 0.79 0.40 0.33 0.34 0.14 0.09 0.01

Density functional theory data (ωB97M-V/def2-TZVPD) for a 2-piece molecular cluster, C6H13N overall.

The value obtained for the highest occupied orbital energy is -7.135 eV. For the energy above the lowest of the compared OMol25 structures with the same formula, charge and spin, the calculation gives 97.5 kcal/mol. As for the molar mass: 99.18 g mol⁻¹. The frontier orbital gap comes out at 0.30364 hartree.

XYZ file:
```
20
C6H13N (ωB97M-V/def2-TZVPD)
C -2.73 -0.22 -1.14
C -1.80 0.56 -0.21
C -0.66 -0.27 0.29
N 0.55 0.14 0.21
C 1.50 0.98 -0.27
C 1.93 -0.23 0.50
C 2.38 -0.24 1.94
H -3.13 -1.11 -0.65
H -2.20 -0.55 -2.04
H -3.58 0.40 -1.46
H -1.38 1.43 -0.75
H -2.38 0.97 0.63
H 0.22 -0.68 -2.37
H -0.83 -1.27 0.69
H 1.57 2.02 0.04
H 0.72 -0.14 -2.22
H 2.29 -1.08 -0.09
H 3.47 -0.14 1.97
H 1.95 0.61 2.49
H 2.11 -1.17 2.46
```

Which charges does Löwdin predict for the atoms? In e, they are: -0.12 -0.24 -0.11 -0.15 -0.08 -0.30 -0.06 0.07 0.05 0.07 0.11 0.11 0.05 0.13 0.08 0.03 0.12 0.08 0.08 0.07

Density functional theory data (ωB97M-V/def2-TZVPD) for the molecule C3H5NOS in a non-equilibrium geometry.

The value obtained for the highest occupied orbital energy is -9.442 eV. As for the SMILES: COCN=C=S. For the energy above the lowest of the compared OMol25 structures with the same formula, charge and spin, the calculation gives 55.3 kcal/mol. As for the molar mass: 103.15 g mol⁻¹. The frontier orbital gap comes out at 0.36684 hartree.

XYZ file:
```
11
C3H5NOS (ωB97M-V/def2-TZVPD)
C 0.06 -1.20 -2.74
C 0.50 0.82 -0.16
C -0.89 -1.05 -0.55
N -0.07 -1.60 -1.59
O -0.77 0.39 -0.42
S 0.61 -0.55 -4.03
H 0.28 1.68 0.59
H 1.10 1.23 -0.96
H 0.95 0.00 0.61
H -0.40 -1.54 0.31
H -1.93 -1.31 -0.83
```

Which charges does Löwdin predict for the atoms? In e, they are: -0.79 -0.16 -0.22 0.04 -0.19 0.74 0.11 0.08 0.14 0.12 0.14

Density functional theory data (ωB97M-V/def2-TZVPD) for C9H26N4NaO7S as an isolated structure in a non-equilibrium geometry.

The value obtained for the highest occupied orbital energy is -1.813 eV. For the energy above the lowest of the compared OMol25 structures with the same formula, charge and spin, the calculation gives 171.0 kcal/mol. As for the molar mass: 357.38 g mol⁻¹. The net charge is -1. The frontier orbital gap comes out at 0.08840 hartree.

XYZ file:
```
48
C9H26N4NaO7S (ωB97M-V/def2-TZVPD)
Na -0.85 0.48 -0.06
S -3.29 -3.47 1.93
O -3.91 -2.42 1.18
O -3.28 -4.63 1.08
O -1.92 -3.03 2.27
O -4.13 -3.78 3.10
C -0.13 -2.21 -5.20
C -0.67 -1.07 -6.02
C -1.18 -1.63 -7.39
O -0.05 -1.82 -8.29
C -0.34 -1.98 -9.64
N -1.68 -0.41 -5.23
H 0.31 -1.90 -4.25
H 0.56 -2.84 -5.77
H -0.93 -2.88 -4.88
H -0.02 -0.23 -6.27
H -1.92 -0.91 -7.75
H -1.69 -2.56 -7.13
H 0.60 -1.86 -10.18
H -1.09 -1.36 -10.12
H -0.55 -3.01 -9.90
H -2.32 -1.19 -5.20
H -2.08 0.39 -5.72
C -2.61 1.65 6.32
C -1.25 2.14 6.62
C -0.77 1.97 8.03
O 0.62 2.52 8.09
C 1.20 2.49 9.43
N -0.42 1.63 5.55
H -2.84 0.59 6.22
H -2.76 1.90 5.27
H -3.38 2.25 6.81
H -1.29 3.22 6.54
H -0.63 0.94 8.34
H -1.42 2.45 8.77
H 1.35 1.47 9.78
H 0.61 3.01 10.19
H 2.23 2.86 9.36
H -0.57 0.63 5.50
H 0.52 1.87 5.86
C 4.81 1.55 -1.93
O 3.90 2.21 -1.41
N 5.32 1.89 -3.09
N 5.38 0.48 -1.47
H 6.07 1.31 -3.43
H 5.03 2.72 -3.59
H 5.17 0.26 -0.51
H 6.31 0.33 -1.83
```

Which charges does Löwdin predict for the atoms? In e, they are: 0.78 0.04 -0.45 -0.44 -0.50 -0.44 -0.07 -0.47 -0.16 -0.18 -0.15 0.03 0.08 0.08 0.09 0.14 0.11 0.12 0.08 0.08 0.08 0.07 0.07 -0.08 -0.50 -0.16 -0.22 -0.10 0.05 0.10 0.08 0.08 0.14 0.12 0.12 0.07 0.08 0.08 0.08 0.06 -0.77 0.00 0.15 0.16 0.10 0.12 0.13 0.11

Density functional theory data (ωB97M-V/def2-TZVPD) for C16H8B3Ba3Br4O24 as an isolated structure in a non-equilibrium geometry.

The value obtained for the highest occupied orbital energy (alpha / beta) is -9.080 / -12.163 eV. As for the molar mass: 1348.25 g mol⁻¹. The net charge is +2. The spin multiplicity is 2. Its expectation value of S² is 0.7503. The frontier orbital gap (alpha / beta) comes out at 0.07471 / 0.18737 hartree.

XYZ file:
```
58
C16H8B3Ba3Br4O24 (ωB97M-V/def2-TZVPD)
Ba 2.58 0.08 -5.61
Ba -0.03 3.58 -0.65
Ba -5.76 -4.28 -2.12
O -2.90 3.81 -0.90
C -3.39 2.76 -0.58
O -4.49 2.29 -0.97
B -4.78 1.08 -0.25
O -3.59 0.69 0.53
C -2.73 1.74 0.34
O -1.68 1.89 0.95
O -5.14 -0.07 -1.16
C -6.21 -0.72 -0.72
O -6.64 -1.76 -1.18
C -6.69 0.01 0.58
O -5.93 1.16 0.70
O -7.67 -0.32 1.30
O 9.04 3.91 -0.54
C 8.08 4.08 -1.26
O 7.05 3.34 -1.29
B 6.06 3.86 -2.26
O 6.63 5.09 -2.82
C 7.90 5.13 -2.46
O 8.69 6.01 -2.73
O 4.77 4.14 -1.67
C 3.81 3.46 -2.21
O 2.58 3.48 -1.93
C 4.47 2.51 -3.24
O 5.75 2.72 -3.18
O 3.90 1.66 -4.01
O -1.47 -4.64 0.67
C -1.30 -3.57 0.10
O -0.22 -2.76 0.18
B -0.40 -1.66 -0.82
O -1.81 -1.64 -1.18
C -2.31 -2.89 -0.87
O -3.42 -3.44 -1.09
O -0.14 -0.29 -0.22
C 0.97 0.16 -0.78
O 1.53 1.15 -0.45
C 1.31 -0.75 -1.96
O 0.55 -1.74 -1.97
O 2.10 -0.45 -2.86
Br 3.03 -0.97 2.02
C 2.93 -2.73 2.82
C 1.56 -2.79 3.48
Br 1.30 -4.61 4.27
H 3.73 -2.89 3.54
H 3.02 -3.54 2.10
H 0.73 -2.58 2.81
H 1.46 -2.01 4.24
Br -1.82 -0.50 3.86
C -2.70 -2.27 3.55
C -3.98 -1.96 2.80
Br -4.94 -3.63 2.19
H -2.87 -2.73 4.52
H -2.01 -2.94 3.03
H -3.87 -1.30 1.93
H -4.63 -1.34 3.41
```

Which charges does Löwdin predict for the atoms? In e, they are: 1.34 2.02 1.97 0.03 -0.45 0.34 -0.84 0.23 -0.33 -0.01 0.22 -0.36 -0.08 -0.26 0.21 0.14 0.16 -0.41 0.25 -0.83 0.24 -0.34 0.16 0.30 -0.31 -0.09 -0.29 0.28 -0.25 0.16 -0.33 0.22 -0.82 0.24 -0.23 -0.18 0.21 -0.45 0.02 -0.42 0.28 -0.08 0.70 -0.69 -0.70 0.60 0.07 0.06 0.01 0.05 0.65 -0.60 -0.63 0.60 0.07 0.04 0.02 0.07

Density functional theory data (ωB97M-V/def2-TZVPD) for C6H7B2F9O2Yb as an isolated structure in a non-equilibrium geometry.

The value obtained for the highest occupied orbital energy is -13.917 eV. As for the molar mass: 476.77 g mol⁻¹. The net charge is +2. The frontier orbital gap comes out at 0.13005 hartree.

XYZ file:
```
27
C6H7B2F9O2Yb (ωB97M-V/def2-TZVPD)
O -4.23 1.80 -2.66
B -3.48 0.51 -2.83
O -3.93 -0.58 -3.72
B -2.13 0.33 -1.91
C -0.94 1.46 -1.69
C 0.45 0.87 -1.04
C 0.28 0.13 0.41
F -0.84 0.76 1.19
F -0.02 -1.31 0.18
C 1.64 0.40 1.30
F 2.90 0.45 0.46
F 1.49 1.82 1.81
C 1.78 -0.53 2.64
F 2.84 0.07 3.52
F 0.52 -0.51 3.47
C 2.12 -2.11 2.37
F 2.72 -2.42 1.06
F 0.90 -2.98 2.50
F 3.13 -2.55 3.41
H -3.70 2.33 -1.97
H -4.55 -1.17 -3.16
H -2.01 -0.70 -1.32
H -0.66 1.84 -2.79
H -1.32 2.44 -1.12
H 1.16 1.82 -0.85
H 1.07 0.18 -1.78
Yb 4.79 -2.36 2.50
```

Which charges does Löwdin predict for the atoms? In e, they are: 0.05 -0.38 0.03 0.03 -0.15 -0.11 -0.19 0.02 0.01 -0.10 0.01 0.06 -0.08 0.03 0.10 -0.12 0.04 0.14 -0.08 0.10 0.14 0.06 0.15 0.14 0.14 0.16 1.80

Density functional theory data (ωB97M-V/def2-TZVPD) for the molecule C15H16Cl2N2O2S in a non-equilibrium geometry.

The value obtained for the highest occupied orbital energy is -8.556 eV. As for the SMILES: O=C(CCCCl)/N=c1\sn(C(=O)CCCCl)c2ccccc12. For the energy above the lowest of the compared OMol25 structures with the same formula, charge and spin, the calculation gives 61.9 kcal/mol. As for the molar mass: 359.28 g mol⁻¹. The frontier orbital gap comes out at 0.28845 hartree.

XYZ file:
```
38
C15H16Cl2N2O2S (ωB97M-V/def2-TZVPD)
O 0.04 -1.60 4.06
O -2.79 1.57 0.43
Cl 1.93 -4.82 -0.57
Cl -0.51 5.01 -2.74
N 1.54 -1.13 2.50
S -0.74 0.32 1.81
C 0.84 -2.05 3.27
C -1.83 2.33 0.48
C 1.00 -0.08 2.01
C 3.59 2.04 0.25
C 2.82 2.98 -0.49
C 3.08 1.13 1.16
C 1.43 2.87 -0.27
C 1.67 0.94 1.31
C 0.81 1.91 0.65
N -0.58 1.72 0.87
C 1.08 -4.17 0.94
C -1.35 3.43 -2.69
C 1.47 -3.45 3.33
C -2.03 3.77 -0.20
C 2.09 -4.03 2.00
C -2.47 3.69 -1.67
H 4.74 2.01 0.20
H 3.30 3.80 -1.10
H 3.76 0.41 1.67
H 0.84 3.60 -0.85
H 0.36 -4.89 1.31
H 0.53 -3.26 0.59
H -1.83 3.33 -3.61
H -0.65 2.59 -2.59
H 0.65 -4.09 3.51
H 2.24 -3.49 4.19
H -1.08 4.31 -0.12
H -2.94 4.16 0.39
H 2.90 -3.32 1.61
H 2.43 -5.04 2.08
H -2.90 4.65 -1.89
H -3.33 2.97 -1.71
```

Which charges does Löwdin predict for the atoms? In e, they are: 0.06 0.03 0.50 0.58 0.13 1.15 -0.49 -0.39 -0.48 -0.11 -0.06 -0.02 -0.01 -0.18 -0.16 -0.28 -0.57 -0.53 -0.08 -0.11 -0.31 -0.30 0.12 0.13 0.13 0.05 0.07 0.08 0.05 0.08 0.09 0.16 0.07 0.15 0.12 0.09 0.09 0.13

The records above yield DFT total energy values of -905.34952, -2222.48071, -291.00333, -645.42352, -1664.59231, -12867.59280, -2489.60210, -2159.69347 hartree, respectively.